Entry 1:
21
Properties=species:S:1:pos:R:3:nbo_charge:R:1 method="wB97M-V/def2-TZVPD" spin_multiplicity=1 energy_ev=-29944.7465 relative_energy_ev=2.360 fmax_ev_per_a=6.11 charge=0
C 1.16049 1.00757 1.20985 -0.411
C 1.59297 1.57042 -1.22675 -0.418
C -0.59545 -2.80388 -0.10043 -0.480
N 1.50094 -1.92553 -0.34720 -0.243
N 0.89001 0.81724 -0.20755 -0.818
N 0.30753 -1.66196 -0.23177 -0.150
O -4.15666 1.17516 1.43460 -0.981
P -0.61513 0.17629 -0.54156 0.880
S -0.91170 0.09673 -2.42555 -0.626
H 0.51254 0.27091 1.68112 0.212
H 2.31427 0.91773 1.32832 0.194
H 0.87549 1.97284 1.59123 0.191
H 1.14947 1.39900 -2.13559 0.242
H 1.55770 2.66665 -0.91296 0.172
H 2.68711 1.40999 -0.99055 0.182
H 0.10610 -3.61649 0.40874 0.223
H -1.38482 -2.40343 0.58691 0.243
H -0.83592 -3.17201 -1.14575 0.260
H 2.06200 -0.99000 -0.49202 0.348
H -3.28161 1.49586 1.27867 0.496
H -4.93532 1.59690 1.23824 0.484

***

Entry 2:
19
Properties=species:S:1:pos:R:3:nbo_charge:R:1 method="wB97M-V/def2-TZVPD" spin_multiplicity=1 energy_ev=-18601.2161 relative_energy_ev=5.023 fmax_ev_per_a=5.06 charge=+1
C -1.59832 0.16954 1.14299 -0.390
C 0.77103 0.88840 0.53777 0.097
C 1.42178 -0.46390 0.35971 -0.206
N -1.70962 -0.52173 -0.10571 -0.745
N 0.53345 1.63625 -0.59172 -0.828
N 0.83112 -1.40262 -0.56052 -0.840
S 3.29688 -0.23503 0.21608 -0.057
H -1.66867 1.23396 1.09683 0.197
H -1.65915 -0.31343 2.10528 0.222
H 0.85565 1.33557 1.43226 0.210
H 1.40314 -0.96037 1.28128 0.237
H -0.79938 -1.08138 -0.23671 0.461
H -2.63264 -0.98714 -0.06623 0.441
H 0.11645 2.52644 -0.47226 0.411
H 0.98611 1.44390 -1.55201 0.421
H 1.12836 -1.30121 -1.51356 0.389
H 0.98814 -2.36274 -0.30855 0.410
H -1.60654 0.19568 -0.74399 0.426
H 3.47060 -0.26795 -1.22050 0.143

***

Entry 3:
19
Properties=species:S:1:pos:R:3:nbo_charge:R:1 method="wB97M-V/def2-TZVPD" s_squared=2.0040 spin_multiplicity=3 energy_ev=-18599.0222 relative_energy_ev=3.059 fmax_ev_per_a=4.09 charge=+1
C -2.51349 0.45562 0.00680 -0.658
C 1.89938 0.19576 0.12979 0.416
C -1.18255 0.06214 -0.45022 -0.265
N 2.05291 0.00902 -1.19236 -0.761
N 2.05027 -0.85747 0.95576 -0.742
N -0.12619 0.77034 0.27820 -0.801
S -0.76081 -1.79956 -0.38510 0.316
H -2.64826 1.47728 -0.22854 0.233
H -2.59312 0.23938 1.11407 0.213
H -3.33940 -0.09677 -0.38219 0.244
H -1.12911 0.27072 -1.57878 0.213
H 1.96739 0.79325 -1.71788 0.403
H 1.92395 -0.88817 -1.69338 0.429
H 1.98528 -1.78767 0.62304 0.412
H 1.87730 -0.69391 1.86107 0.401
H 1.93053 1.20089 0.63046 0.242
H -0.19794 0.85885 1.24518 0.384
H -0.14402 1.70739 -0.19377 0.395
H -1.05211 -1.91708 0.97784 -0.074

***

Entry 4:
19
Properties=species:S:1:pos:R:3:nbo_charge:R:1 method="wB97M-V/def2-TZVPD" spin_multiplicity=1 energy_ev=-9263.6167 relative_energy_ev=2.688 fmax_ev_per_a=2.34 charge=0
C -0.97464 -0.79217 1.02521 -0.432
N -0.30756 -0.72514 -0.25691 -0.585
C 0.00755 0.63119 -0.79277 0.116
C -1.24223 1.48155 -1.02972 -0.632
N 0.94756 1.33080 0.03121 -0.855
H -0.42099 -0.18963 1.74640 0.193
H -0.96598 -1.82701 1.36329 0.211
H -2.01127 -0.43666 0.99427 0.181
H -0.77151 -1.30141 -0.94795 0.365
H 0.49498 0.43446 -1.75802 0.172
H -1.73291 1.70614 -0.08437 0.200
H -1.94837 0.96748 -1.67828 0.208
H -0.95111 2.41916 -1.49247 0.223
H 1.69253 0.65768 0.37061 0.393
H 0.48917 1.72177 0.84810 0.347
H 1.80466 -1.58527 -0.94521 0.309
N 1.54452 -1.83629 0.01784 -0.264
N 2.27902 -1.17854 0.81096 -0.452
H 2.06658 -1.47809 1.77780 0.301

***

Entry 5:
19
Properties=species:S:1:pos:R:3:nbo_charge:R:1 method="wB97M-V/def2-TZVPD" s_squared=0.7578 spin_multiplicity=2 energy_ev=-9255.8276 relative_energy_ev=1.305 fmax_ev_per_a=1.49 charge=+1
N -1.93522 0.28963 1.86063 -0.835
C -1.98879 -1.07586 2.36793 -0.071
N -0.78664 -1.67192 2.91505 -0.830
H -2.02017 0.96070 2.61282 0.365
H -1.08152 0.48857 1.35608 0.323
H -2.76835 -1.10786 3.13210 0.198
H -2.35077 -1.73204 1.57400 0.173
H -0.00995 -1.65053 2.26928 0.332
H -0.51178 -1.24372 3.78927 0.362
C 0.62048 1.15982 -3.32067 -0.484
N 2.60902 0.54867 -1.18441 -0.822
C 1.25898 0.17330 -1.20476 0.322
N 0.41761 0.60594 -2.01719 0.030
H 0.08446 2.09856 -3.41288 0.265
H 0.20707 0.45295 -4.05448 0.285
H 1.70082 1.22973 -3.48886 0.292
H 2.80878 1.17927 -0.40534 0.429
H 3.18019 -0.26520 -0.95170 0.416
H 0.95655 -0.58497 -0.46621 0.248

***

Entry 6:
19
Properties=species:S:1:pos:R:3:nbo_charge:R:1 method="wB97M-V/def2-TZVPD" spin_multiplicity=1 energy_ev=-9243.4807 relative_energy_ev=6.546 fmax_ev_per_a=4.63 charge=+2
C -1.53712 0.41120 1.11812 -0.626
C -0.58068 -0.07803 0.04334 0.293
C -1.05036 -0.26119 -1.39435 -0.630
N 0.47518 1.18289 -0.02926 -0.242
N 1.69226 0.87693 0.35229 -0.469
N 0.25919 -1.11639 0.48547 -0.264
N 1.35748 -1.34925 -0.16894 -0.353
H -2.54319 0.02457 0.93043 0.279
H -1.62306 1.47040 0.98974 0.269
H -1.05364 0.17260 2.02094 0.229
H -1.31871 0.72729 -1.73574 0.256
H -1.93910 -0.99562 -1.37684 0.302
H -0.31963 -0.49713 -2.03824 0.217
H 0.37951 1.77861 -0.85038 0.428
H 2.55335 1.39409 -0.13268 0.469
H 1.81024 0.86612 1.41691 0.448
H 0.04024 -1.70135 1.33987 0.478
H 1.94666 -2.06563 0.15200 0.459
H 1.45139 -0.84012 -1.12268 0.454